DFT (ωB97M-V with the def2-TZVPD basis set) results for a cluster of 5 separate species, C33H54F5N3O5S2 in total.

Last column: Mulliken charge in e.
Element x y z (Å)
C1 1.68098 0.63905 3.99041  -1.02
C2 0.37182 1.57469 3.65380  0.51
C3 0.45278 3.21415 3.95967  -0.49
C4 -0.82605 4.21414 3.59206  -0.41
C5 -2.22978 3.62488 2.93713  -0.51
C6 -2.32033 2.01628 2.63381  -0.13
C7 -1.03025 1.03417 2.99245  0.15
C8 -1.24415 -0.57396 2.58567  -0.69
C9 -0.82207 -0.69360 1.00630  0.96
N1 0.64997 -0.43612 0.62105  -0.19
C10 0.62674 -0.69594 -0.90005  0.29
O1 1.09580 0.06080 -1.89515  -0.56
C11 -0.19547 -2.13505 -0.91828  -0.20
C12 -0.38273 -2.93164 -2.33843  0.71
F1 -0.91615 -2.04586 -3.44021  -0.29
F2 -1.30889 -4.08599 -2.22255  -0.32
C13 1.06192 -3.51688 -2.94512  0.51
F3 2.21518 -3.26820 -2.04935  -0.23
F4 1.37999 -2.79297 -4.23268  -0.24
F5 0.90167 -4.94708 -3.29924  -0.24
C14 -1.48339 -1.85332 0.05484  -0.02
C15 -2.98031 -1.65254 -0.58143  -0.78
C16 -3.13648 -0.38753 -1.61232  -0.14
C17 -3.61227 1.02077 -0.91708  -0.09
S1 -4.46339 2.16771 -2.18470  -0.05
C18 -3.71847 3.88046 -1.79070  -0.07
S2 -4.71632 5.25700 -1.66937  -0.15
N2 -2.21008 4.07879 -1.53512  0.28
C19 -1.08449 3.33272 -2.24663  0.06
C20 0.30129 3.91267 -1.57206  -0.30
N3 0.00136 4.95557 -0.50598  -0.56
C21 -1.53762 5.03965 -0.53305  -0.12
H1 2.13090 0.89929 5.05953  0.40
H2 1.48285 -0.51524 3.95405  0.17
H3 2.48344 0.87965 3.13982  0.23
H4 1.42526 3.69277 4.40074  0.27
H5 -0.73719 5.37073 3.78323  0.27
H6 -3.15722 4.28317 2.63440  0.35
H7 -3.29086 1.53825 2.13092  0.23
H8 -0.48719 -1.20400 3.24272  0.30
H9 -2.32033 -0.96586 2.83895  0.33
H10 -1.32103 0.29162 0.55532  -0.90
H11 1.22430 -1.21229 1.04285  0.08
H12 0.48021 -2.82715 -0.21890  0.27
H13 -1.56858 -2.82425 0.73394  0.28
H14 -3.81638 -1.52525 0.26141  0.45
H15 -3.24578 -2.63562 -1.19880  0.26
H16 -4.00238 -0.68892 -2.37692  0.35
H17 -2.18541 -0.16183 -2.26038  0.04
H18 -2.62047 1.60126 -0.61064  -0.08
H19 -4.33950 0.87702 0.01498  0.23
H20 -1.22121 2.51352 -3.08770  0.14
H21 1.35814 3.52923 -1.93865  0.29
H22 -2.15288 5.78104 0.15429  0.27
C22 -7.11416 -2.26427 -1.36503  -0.96
C23 -7.45719 -0.79609 -1.56065  0.48
C24 -8.89341 -0.61998 -2.02712  -1.43
O2 -6.57438 -0.22933 -2.52535  -0.45
H23 -7.21380 -2.81869 -2.30499  0.33
H24 -6.07386 -2.37659 -1.04123  0.03
H25 -7.76587 -2.72563 -0.61651  0.40
H26 -7.30651 -0.25454 -0.62044  0.25
H27 -9.05625 -1.11602 -2.99061  0.36
H28 -9.12246 0.44083 -2.17563  0.34
H29 -9.59855 -1.03199 -1.29849  0.38
H30 -6.70125 -0.70413 -3.36353  0.31
C25 4.21656 -4.48037 0.39451  -1.03
C26 4.41098 -3.25069 1.26720  0.60
C27 5.20244 -2.17505 0.54060  -1.32
O3 5.10051 -3.62110 2.45824  -0.42
H31 5.18078 -4.92404 0.12198  0.41
H32 3.65610 -5.25094 0.93470  0.34
H33 3.67462 -4.23151 -0.52322  0.10
H34 3.43480 -2.85210 1.56414  -0.03
H35 6.20169 -2.53686 0.27325  0.38
H36 5.34529 -1.30092 1.18505  0.34
H37 4.69011 -1.85698 -0.37275  0.36
H38 5.96852 -3.97622 2.20421  0.33
C28 6.49014 -3.29831 4.96962  -1.08
C29 6.97330 -2.44010 6.12787  0.39
C30 8.35343 -2.87044 6.59839  -1.26
O4 6.05151 -2.54472 7.20980  -0.56
H39 6.41139 -4.35000 5.26722  0.30
H40 5.49052 -2.98529 4.64951  0.30
H41 7.17008 -3.22702 4.11495  0.26
H42 7.00027 -1.38893 5.82080  0.29
H43 8.34085 -3.90697 6.95383  0.32
H44 8.68312 -2.25211 7.44030  0.33
H45 9.08931 -2.78633 5.79262  0.35
H46 6.02102 -3.47488 7.48901  0.35
C31 -0.11690 3.53889 -6.39991  -1.22
C32 0.07752 4.76857 -5.52722  0.49
C33 0.86897 5.84421 -6.25381  -1.41
O5 0.76704 4.39816 -4.33618  -0.41
H47 0.84731 3.09522 -6.67243  0.33
H48 -0.67736 2.76832 -5.85972  0.26
H49 -0.65885 3.78775 -7.31763  0.38
H50 -0.89866 5.16716 -5.23028  0.25
H51 1.86822 5.48240 -6.52117  0.36
H52 1.01182 6.71834 -5.60936  0.34
H53 0.35665 6.16228 -7.16717  0.38
H54 1.63505 4.04304 -4.59020  0.31

## Properties
Relative energy (zero: lowest compared OMol25 entry of this formula, charge and spin): 2005.6 kJ/mol
Structure (SMILES): Cc1ccccc1C[C@H]1NC(=O)[C@H](C(F)(F)C(F)(F)F)[C@@H]1CCCSC(=S)n1ccnc1.CC(C)O.CC(C)O.CC(C)O.CC(C)O
E_LUMO: -0.78 eV
M: 731.9 g mol⁻¹
Kohn-Sham gap: 6.8321 eV
Highest occupied orbital energy: -7.61 eV